C43H39Cl3N2O2P2Pt | ωB97M-V/def2-TZVPD

Its LUMO energy (spin up / spin down) is -0.259 / -0.259 Eh. The HOMO-LUMO gap (spin up / spin down) comes out at 0.2265 / 0.2265 hartree. Its total charge is +2. The HOMO energy (spin up / spin down) is -0.486 / -0.486 Ha.

Element x y z (Å)
Pt1 0.2547 -0.1440 -0.8661
C1 2.0247 2.9773 0.2110
C2 0.6312 2.6476 0.7586
P1 0.3162 0.8963 1.0858
C3 1.5237 0.3426 2.2913
C4 1.9292 1.2171 3.3033
C5 2.8401 0.7908 4.2570
C6 3.3472 -0.5022 4.2095
C7 2.9292 -1.3814 3.2198
C8 2.0170 -0.9603 2.2628
C9 -1.3043 0.8255 1.8599
C10 -1.4810 0.3001 3.1386
C11 -2.7536 0.2435 3.6910
C12 -3.8450 0.7078 2.9709
C13 -3.6734 1.2191 1.6886
C14 -2.4095 1.2663 1.1273
C15 2.2132 2.7261 -1.2945
P2 3.2053 1.3763 -2.0627
C16 2.4516 -0.2895 -1.6042
C17 1.6257 -0.8833 -2.6135
C18 1.3137 -2.2245 -2.5856
C19 1.8992 -3.0706 -1.6180
C20 2.7601 -2.5509 -0.6872
C21 3.0219 -1.1732 -0.6704
C22 4.8069 1.3640 -1.1832
C23 5.9216 1.4262 -2.0208
C24 7.2103 1.4174 -1.4987
C25 7.4021 1.3477 -0.1299
C26 6.3052 1.2820 0.7219
C27 5.0218 1.2888 0.2010
H1 2.7774 2.4655 0.8020
H2 2.1867 4.0395 0.3991
H3 -0.1568 2.9851 0.0794
H4 0.4675 3.1622 1.7091
H5 1.5371 2.2238 3.3615
H6 3.1510 1.4684 5.0408
H7 4.0645 -0.8259 4.9523
H8 3.3120 -2.3936 3.1963
H9 1.6726 -1.6458 1.5001
H10 -0.6317 -0.0544 3.7092
H11 -2.8894 -0.1538 4.6880
H12 -4.8334 0.6753 3.4120
H13 -4.5251 1.5804 1.1265
H14 -2.2859 1.6374 0.1154
H15 2.7127 3.5947 -1.7345
H16 1.2422 2.6752 -1.7987
H17 1.3319 -0.2798 -3.4657
H18 0.6760 -2.6377 -3.3563
H19 1.6869 -4.1324 -1.6314
H20 3.2357 -3.1991 0.0370
H21 3.7226 -0.7850 0.0532
H22 5.7767 1.4911 -3.0925
H23 8.0610 1.4692 -2.1651
H24 8.4043 1.3439 0.2784
H25 6.4528 1.2272 1.7929
H26 4.1911 1.2156 0.8915
C28 -4.9827 -1.8207 1.0418
O1 -4.2791 -1.7837 -0.2022
C29 -4.2809 -0.6318 -0.9038
C30 -4.8045 0.5747 -0.4420
C31 -4.8107 1.6951 -1.2597
C32 -4.2961 1.6360 -2.5494
C33 -3.7702 0.4424 -3.0075
C34 -3.7515 -0.6793 -2.1918
N1 -3.3326 -1.9122 -2.7879
C35 -2.8168 -3.0024 -2.2925
C36 -2.1859 -3.2353 -1.0532
C37 -2.1041 -4.5903 -0.6290
C38 -1.5558 -4.9260 0.5749
C39 -1.0565 -3.8862 1.3874
C40 -1.0758 -2.5788 0.9673
C41 -1.6051 -2.2204 -0.2825
O2 -1.5652 -1.0008 -0.7935
H27 -4.9521 -2.8545 1.3701
H28 -6.0183 -1.5068 0.9107
H29 -4.4868 -1.1875 1.7799
H30 -5.2343 0.6277 0.5467
H31 -5.2445 2.6161 -0.8928
H32 -4.3248 2.5018 -3.1962
H33 -3.3766 0.3686 -4.0156
H34 -3.6074 -1.9890 -3.7602
H35 -2.8934 -3.8532 -2.9640
H36 -2.5230 -5.3592 -1.2683
H37 -1.5246 -5.9538 0.9057
H38 -0.6432 -4.1230 2.3611
H39 -0.6897 -1.7859 1.5949
Cl1 -3.1129 4.1475 -1.5522
C42 -2.0099 3.8373 -2.8906
Cl2 -2.8451 3.8908 -4.4284
Cl3 -0.6711 4.9844 -2.8556
C43 -1.4414 2.4819 -2.7182
N2 -0.9728 1.4472 -2.5677

---

C43H39N7O4P2S2Zr | ωB97M-V/def2-TZVPD

Its LUMO energy is -0.016 Eh. The HOMO-LUMO gap comes out at 0.2096 hartree. Its total charge is 0. The HOMO energy is -0.225 Ha.

Element x y z (Å)
Zr1 -0.8624 1.0138 -0.5955
S1 -1.8491 -0.4533 1.7996
P1 -0.5912 -1.5225 0.6281
C1 0.6353 -0.3844 0.2476
P2 2.1760 -0.4006 0.9933
S2 3.0235 1.3426 1.4713
C2 3.3965 -1.2827 -0.0666
C3 4.7701 -1.1236 0.1057
C4 5.6588 -1.8154 -0.7040
C5 5.1861 -2.6644 -1.6993
C6 3.8204 -2.8176 -1.8842
C7 2.9355 -2.1242 -1.0682
C8 2.1881 -1.4047 2.5188
C9 2.8309 -2.6306 2.6298
C10 2.8438 -3.3046 3.8453
C11 2.2204 -2.7524 4.9523
C12 1.5728 -1.5269 4.8455
C13 1.5544 -0.8569 3.6350
C14 -1.4416 -1.9939 -0.8549
C15 -2.3805 -3.0619 -0.8213
C16 -2.9579 -3.6061 -1.9165
C17 -2.5873 -2.9518 -3.2134
C18 -1.1705 -3.3689 -3.5284
C19 -0.3660 -2.4984 -2.9396
C20 -0.1936 -3.1305 1.3918
C21 0.3407 -4.1476 0.6061
C22 0.6217 -5.3842 1.1625
C23 0.3453 -5.6184 2.5037
C24 -0.2112 -4.6150 3.2819
C25 -0.4822 -3.3711 2.7278
H1 5.1280 -0.4487 0.8731
H2 6.7251 -1.6930 -0.5595
H3 5.8835 -3.1985 -2.3329
H4 3.4474 -3.4723 -2.6632
H5 1.8638 -2.2056 -1.1935
H6 3.3212 -3.0665 1.7690
H7 3.3426 -4.2626 3.9223
H8 2.2365 -3.2757 5.9006
H9 1.0787 -1.0986 5.7090
H10 1.0558 0.1005 3.5404
H11 -2.5968 -3.4685 0.1603
H12 -3.6444 -4.4382 -1.8752
H13 -3.3048 -3.0638 -4.0230
H14 -0.8823 -4.2862 -4.0161
H15 0.6981 -2.4280 -2.7974
H16 0.5086 -3.9783 -0.4508
H17 1.0421 -6.1699 0.5471
H18 0.5528 -6.5887 2.9376
H19 -0.4336 -4.7979 4.3257
H20 -0.9144 -2.5785 3.3254
C26 3.1257 1.2390 -2.9253
C27 2.7366 1.4926 -4.2242
C28 1.4394 1.9258 -4.4580
C29 0.5636 2.0384 -3.3921
N1 0.9194 1.7198 -2.1397
C30 2.1842 1.3723 -1.9154
C31 -0.8080 2.5761 -3.5373
C32 -1.2918 3.0685 -4.7431
C33 -2.5462 3.6459 -4.7829
C34 -3.2777 3.7288 -3.6117
C35 -2.7348 3.1940 -2.4592
N2 -1.5327 2.6179 -2.4131
H21 4.1292 0.9275 -2.6698
H22 3.4288 1.3776 -5.0480
H23 1.1229 2.1652 -5.4613
H24 2.4703 1.2287 -0.8840
H25 -0.6949 3.0092 -5.6396
H26 -2.9401 4.0334 -5.7131
H27 -4.2560 4.1864 -3.5830
H28 -3.2772 3.2319 -1.5276
C36 -0.0262 5.8549 1.8984
N3 0.8389 4.6838 1.8016
C37 1.9220 4.5463 2.7742
C38 0.4287 3.6322 1.1486
N4 0.0846 2.7024 0.5617
H29 0.5861 6.7496 1.7823
H30 -0.5329 5.8749 2.8644
H31 -0.7828 5.8134 1.1216
H32 2.6437 5.3493 2.6239
H33 2.4083 3.5834 2.6372
H34 1.5178 4.6063 3.7870
C39 -4.7025 3.5959 3.1913
N5 -4.3238 2.7909 2.0402
C40 -5.1806 1.8904 1.4902
C41 -4.8460 1.1334 0.4277
C42 -3.5132 1.2947 -0.0572
O1 -3.0017 0.5963 -0.9852
N6 -2.6837 2.2212 0.4573
C43 -3.0402 3.0047 1.5111
O2 -2.3390 3.8744 2.0080
H35 -5.6815 3.2714 3.5356
H36 -4.7360 4.6517 2.9262
H37 -3.9725 3.4689 3.9877
H38 -6.1466 1.8126 1.9712
H39 -5.5020 0.3872 0.0113
O3 -2.4341 -1.5429 -2.9793
N7 -1.1744 -1.4968 -2.2256
O4 -0.7056 -0.2543 -2.3361

---

Number 1: energy -111674.120 eV. Number 2: energy -105373.612 eV.